1.
# C49H42NP3Pt

A molecular structure, C49H42NP3Pt (ωB97M-V/def2-TZVPD, the Open Molecules 2025 dataset).

Element x y z (Å)
Pt -0.457 0.390 -1.056
C -3.232 -0.206 -6.865
C -2.283 0.679 -6.374
C -1.856 0.573 -5.059
C -2.380 -0.412 -4.226
C -3.331 -1.299 -4.724
C -3.754 -1.194 -6.040
P -1.871 -0.428 -2.485
C -2.020 -2.162 -1.943
C -2.565 -2.434 -0.689
C -2.574 -3.733 -0.201
C -2.043 -4.768 -0.959
C -1.493 -4.502 -2.205
C -1.479 -3.204 -2.693
C -3.134 0.495 -1.580
C -4.475 0.785 -1.767
C -5.052 1.699 -0.894
C -4.273 2.306 0.088
C -2.920 2.012 0.242
C -2.328 1.070 -0.599
H -3.564 -0.129 -7.892
H -1.874 1.449 -7.015
H -1.114 1.261 -4.669
H -3.743 -2.069 -4.083
H -4.495 -1.884 -6.422
H -2.958 -1.628 -0.082
H -2.991 -3.927 0.778
H -2.052 -5.782 -0.578
H -1.071 -5.304 -2.796
H -1.043 -3.003 -3.666
H -5.047 0.333 -2.570
H -6.098 1.961 -0.993
H -4.728 3.044 0.739
H -2.345 2.528 1.000
C 1.905 -0.754 -3.461
P 1.666 -0.297 -1.715
C 2.932 0.986 -1.441
C 3.455 1.733 -2.494
C 4.344 2.771 -2.245
C 4.718 3.073 -0.945
C 4.199 2.333 0.111
C 3.310 1.300 -0.136
C 2.303 -1.756 -0.828
C 3.674 -1.984 -0.712
C 4.145 -3.110 -0.057
C 3.245 -4.021 0.484
C 1.881 -3.800 0.369
C 1.408 -2.667 -0.280
H 2.945 -0.982 -3.690
H 1.543 0.049 -4.103
H 1.291 -1.636 -3.651
H 3.173 1.516 -3.515
H 4.744 3.344 -3.073
H 5.410 3.883 -0.753
H 4.479 2.561 1.132
H 2.890 0.733 0.685
H 4.377 -1.267 -1.121
H 5.211 -3.277 0.036
H 3.610 -4.900 1.001
H 1.176 -4.501 0.796
H 0.345 -2.468 -0.329
N 0.279 0.172 0.812
P 0.256 0.763 2.226
C -0.867 -0.060 3.414
C -2.234 -0.092 3.131
C -3.108 -0.794 3.945
C -2.628 -1.483 5.053
C -1.273 -1.462 5.340
C -0.397 -0.754 4.525
C -0.119 2.536 2.395
C 0.363 3.348 1.365
C 0.133 4.713 1.386
C -0.585 5.280 2.434
C -1.067 4.480 3.458
C -0.831 3.109 3.441
C 1.883 0.571 3.038
C 2.642 -0.558 2.731
C 3.897 -0.734 3.291
C 4.408 0.220 4.164
C 3.659 1.345 4.476
C 2.399 1.519 3.916
H -2.614 0.426 2.262
H -4.165 -0.806 3.710
H -3.309 -2.037 5.687
H -0.891 -1.997 6.200
H 0.660 -0.747 4.763
H 0.897 2.893 0.538
H 0.504 5.336 0.583
H -0.773 6.346 2.447
H -1.630 4.920 4.271
H -1.215 2.485 4.239
H 2.243 -1.283 2.027
H 4.479 -1.611 3.038
H 5.391 0.088 4.598
H 4.056 2.091 5.152
H 1.821 2.404 4.157

energy relative to the best compared isomer or geometry (same formula, charge and spin) = 0.0 kcal per mole
calculated total energy = -3090.5894 hartree
spin multiplicity = 1



2.
# C49H42O3P

2 unconnected molecules or ions with the total composition C49H42O3P (ωB97M-V/def2-TZVPD, the Open Molecules 2025 dataset).

Element x y z (Å)
C 1.181 -3.737 3.682
C 0.699 -3.435 2.405
C 0.452 -2.108 2.045
C 0.648 -1.072 2.978
P 0.253 0.639 2.524
C -0.884 1.429 3.701
C -1.612 2.563 3.296
C -2.583 3.114 4.131
C -2.803 2.575 5.401
C -2.047 1.482 5.831
C -1.093 0.911 4.987
C 1.809 1.579 2.636
C 1.792 2.953 2.934
C 2.983 3.680 2.983
C 4.205 3.044 2.738
C 4.231 1.677 2.438
C 3.041 0.946 2.391
C -0.356 0.628 0.886
C -1.714 0.502 0.423
O -1.955 0.623 -0.796
C -2.840 0.240 1.411
C -2.803 -0.813 2.328
C -3.755 -0.893 3.349
C -4.823 0.008 3.376
C -4.938 0.986 2.383
C -3.964 1.075 1.386
C 1.188 -1.377 4.239
C 1.433 -2.706 4.594
H 1.369 -4.775 3.963
H 0.510 -4.231 1.684
H 0.099 -1.867 1.040
H -1.440 2.994 2.308
H -3.182 3.956 3.778
H -3.570 3.001 6.051
H -2.207 1.060 6.825
H -0.527 0.045 5.321
H 0.844 3.450 3.142
H 2.957 4.747 3.208
H 5.135 3.615 2.772
H 5.180 1.178 2.241
H 3.065 -0.123 2.178
H 0.376 0.860 0.111
H -2.004 -1.556 2.264
H -3.656 -1.647 4.134
H -5.573 -0.053 4.166
H -5.772 1.692 2.393
H -4.051 1.834 0.605
H 1.412 -0.576 4.944
H 1.817 -2.935 5.589
C 7.974 4.079 -0.909
O 7.061 4.012 -2.029
C 6.372 2.858 -2.243
C 5.475 2.849 -3.341
C 4.713 1.730 -3.596
C 4.896 0.550 -2.842
C 4.102 -0.643 -3.106
C 2.717 -0.520 -3.349
C 1.888 -1.579 -3.667
C 0.473 -1.479 -3.872
C -0.289 -2.641 -4.171
C -1.666 -2.568 -4.341
C -2.326 -1.333 -4.227
C -1.589 -0.177 -3.939
C -0.208 -0.237 -3.783
C 4.777 -1.939 -3.094
C 5.998 -2.119 -3.797
C 6.619 -3.346 -3.836
C 6.095 -4.423 -3.075
O 6.773 -5.600 -3.151
C 6.297 -6.744 -2.407
C 4.916 -4.244 -2.312
C 4.244 -3.032 -2.386
C 5.835 0.553 -1.784
C 6.520 1.703 -1.437
H 8.406 5.078 -0.979
H 7.442 3.964 0.046
H 8.765 3.320 -0.988
H 5.398 3.740 -3.959
H 3.996 1.723 -4.417
H 2.316 0.495 -3.289
H 2.331 -2.565 -3.812
H 0.233 -3.596 -4.266
H -2.235 -3.472 -4.562
H -3.406 -1.274 -4.359
H -2.101 0.778 -3.824
H 0.352 0.677 -3.586
H 6.413 -1.283 -4.365
H 7.511 -3.518 -4.436
H 7.015 -7.528 -2.650
H 6.303 -6.550 -1.326
H 5.291 -7.046 -2.728
H 4.522 -5.058 -1.699
H 3.294 -2.908 -1.865
H 5.979 -0.352 -1.190
H 7.181 1.713 -0.567

energy relative to the best compared isomer or geometry (same formula, charge and spin) = 0.0 kcal per mole
charge = +1
calculated total energy = -2459.1950 hartree
spin multiplicity = 1



3.
# C49H43BF3N2O9P

4 unconnected molecules or ions with the total composition C49H43BF3N2O9P (ωB97M-V/def2-TZVPD, the Open Molecules 2025 dataset).

Element x y z (Å)
C 2.652 -1.629 2.054
C 3.414 -1.330 0.601
C 2.554 -0.315 -0.358
C 1.282 -1.045 -1.141
O 0.249 -1.497 -0.196
P -1.358 -0.979 -0.711
N -2.974 -0.630 -1.393
C -1.038 0.831 -0.191
C -2.196 1.498 0.757
O -2.183 2.969 0.459
C -1.942 1.364 2.370
F -3.303 1.134 2.984
F -1.021 0.277 2.775
F -1.491 2.691 2.935
B -2.082 -2.369 0.396
N -1.617 -3.825 0.425
O -3.195 -1.996 1.334
H 1.668 -2.265 1.918
H 3.403 -2.302 2.692
H 2.476 -0.637 2.674
H 3.778 -2.320 0.066
H 4.415 -0.755 0.903
H 3.275 0.064 -1.224
H 2.117 0.611 0.210
H 1.669 -1.985 -1.764
H 0.912 -0.262 -1.937
H -0.955 -1.380 -2.066
H -3.484 -1.519 -1.632
H -2.939 0.021 -2.209
H -0.826 1.487 -1.142
H -0.039 0.819 0.460
H -3.289 1.143 0.538
H -1.190 3.202 0.423
H -0.607 -3.874 0.755
H -2.161 -4.283 1.209
H -2.715 -1.518 2.080
C 7.908 5.091 1.510
C 6.822 4.292 1.866
C 5.921 3.864 0.890
C 6.099 4.248 -0.445
C 7.170 5.068 -0.796
C 8.084 5.481 0.182
C 7.339 5.519 -2.193
O 8.282 6.237 -2.503
C 6.351 5.101 -3.207
C 6.467 5.569 -4.523
C 5.545 5.168 -5.492
C 4.513 4.294 -5.153
C 4.392 3.831 -3.842
C 5.308 4.243 -2.865
C 5.150 3.776 -1.474
O 4.240 3.011 -1.174
H 8.616 5.417 2.269
H 6.678 3.998 2.903
H 5.078 3.235 1.174
H 8.931 6.110 -0.087
H 7.272 6.250 -4.796
H 5.634 5.537 -6.511
H 3.798 3.976 -5.909
H 3.580 3.152 -3.584
C -3.025 1.279 5.928
C -3.906 1.440 6.998
C -3.808 0.607 8.113
C -2.835 -0.398 8.155
C -1.971 -0.575 7.074
C -2.059 0.273 5.963
C -0.973 -1.664 7.086
O -0.211 -1.818 6.139
C -0.913 -2.570 8.250
C -0.011 -3.642 8.249
C 0.063 -4.496 9.352
C -0.756 -4.277 10.459
C -1.659 -3.213 10.461
C -1.744 -2.364 9.350
C -2.728 -1.263 9.346
O -3.451 -1.073 10.318
H -3.095 1.935 5.062
H -4.667 2.216 6.965
H -4.496 0.742 8.947
H -1.379 0.150 5.122
H 0.634 -3.818 7.389
H 0.760 -5.331 9.346
H -0.694 -4.938 11.322
H -2.298 -3.051 11.328
C -6.011 0.792 -6.563
C -6.267 0.500 -7.903
C -5.710 -0.638 -8.488
C -4.883 -1.481 -7.734
C -4.608 -1.175 -6.402
C -5.182 -0.042 -5.812
C -3.698 -2.030 -5.612
O -3.458 -1.764 -4.441
C -3.075 -3.203 -6.256
C -2.165 -3.988 -5.536
C -1.581 -5.108 -6.134
C -1.910 -5.450 -7.445
C -2.812 -4.667 -8.166
C -3.388 -3.535 -7.574
C -4.313 -2.692 -8.357
O -4.599 -2.990 -9.511
H -6.453 1.674 -6.104
H -6.903 1.157 -8.492
H -5.918 -0.863 -9.533
H -4.983 0.195 -4.768
H -1.905 -3.730 -4.511
H -0.871 -5.713 -5.575
H -1.461 -6.326 -7.908
H -3.061 -4.938 -9.191

SMILES = CCCCO[PH](N)(C[C@H](O)C(F)(F)F)B(N)O.O=C1c2ccccc2C(=O)c2ccccc21.O=C1c2ccccc2C(=O)c2ccccc21.O=C1c2ccccc2C(=O)c2ccccc21
calculated total energy = -3345.4539 hartree
spin multiplicity = 1



What LUMO energy values result from the calculations? In sequence: 0.53, -4.67, -1.19 eV.
What gap between HOMO and LUMO values result from the calculations? In sequence: 7.5, 4.6, 7.6 eV.
What maximum force values result from the calculations? In sequence: 1.6, 1.7, 5.1 eV/Å.